Record 1
Below is C26H43F5P2Ru as an isolated structure in a non-equilibrium geometry, with properties calculated with ωB97M-V with the def2-TZVPD basis set.

The gap between HOMO and LUMO (spin up / spin down) comes out at 6.150 / 5.884 eV. The charge is +1. Its multiplicity is 6.

Geometry as XYZ:
```
77
Properties=species:S:1:pos:R:3:lowdin_spin:R:1
Ru -0.4665 0.5767 -0.9955 2.5245
C -0.6289 -2.1376 -0.0147 0.3286
C 0.7514 -2.3617 -0.1906 0.1890
C 0.5442 -0.3483 0.9447 0.2846
C -0.8268 -0.8586 0.6507 0.0389
C 1.4728 -1.2938 0.3975 0.2082
C -1.7289 -3.0795 -0.3120 0.0509
H -1.5462 -3.6662 -1.2191 0.0058
H -2.6752 -2.5432 -0.4305 0.0042
H -1.8608 -3.7852 0.5185 0.0202
C -1.9990 -0.6368 1.5305 0.0086
H -2.9235 -0.8094 0.9702 0.0006
H -2.0152 0.3771 1.9191 0.0010
H -1.9675 -1.3308 2.3849 -0.0001
C 0.8811 0.5513 2.0658 0.0498
H 0.9830 -0.0269 3.0017 0.0199
H 0.1063 1.3006 2.2199 0.0034
H 1.8252 1.0788 1.8848 0.0055
C 2.9382 -1.2600 0.6438 0.0231
H 3.1893 -1.8452 1.5441 0.0100
H 3.2847 -0.2330 0.8142 0.0013
H 3.4997 -1.6887 -0.1977 0.0028
C 1.3634 -3.5969 -0.7605 0.0208
H 1.5293 -4.3398 0.0352 0.0091
H 2.3376 -3.3846 -1.2236 0.0021
H 0.7072 -4.0590 -1.5109 0.0022
C -1.9205 1.1809 -5.4366 0.1632
C -1.9279 -0.1854 -5.1925 -0.0202
C -1.1971 -1.1262 -6.1191 -0.0030
C 0.2981 -0.8132 -6.3360 -0.0004
C 0.9746 -0.0396 -5.2408 0.0005
C 1.1206 1.2974 -5.2981 0.0044
C 0.3685 2.2040 -6.2364 0.0115
C -1.1330 1.8438 -6.5123 0.0268
H -1.7048 -1.1012 -7.0968 -0.0018
H 0.3995 -0.2665 -7.2845 0.0002
H -1.3004 -2.1528 -5.7433 0.0007
H -1.1872 1.2628 -7.4441 0.0064
H -2.6766 1.8236 -4.9727 0.0044
H -2.8118 -0.6847 -4.7877 0.0053
H -1.6249 2.8103 -6.7110 0.0010
H 0.4131 3.2221 -5.8142 0.0009
H 1.9310 1.8071 -4.7675 0.0004
H 0.8786 2.2761 -7.2118 0.0004
H 0.8223 -1.7738 -6.4670 0.0001
H 1.5825 -0.6370 -4.5629 0.0003
P -1.6031 0.4315 -2.9282 0.2949
P 1.5006 1.6340 -1.6138 0.1257
C -0.7264 2.1580 -3.2044 0.0520
C 0.5355 2.8273 -2.6219 0.0328
H -1.5102 2.9174 -3.2813 0.0015
H -0.3862 1.9319 -4.2058 0.0080
H 1.1951 3.1860 -3.4267 0.0033
H 0.2586 3.6890 -2.0002 0.0004
C 2.5041 2.6556 -0.5312 0.0247
H 2.9341 2.0243 0.2565 0.0010
H 1.8738 3.4321 -0.0829 0.0003
H 3.3104 3.1231 -1.1157 0.0058
C 2.6434 0.5279 -2.4704 0.0236
H 2.8745 0.8712 -3.4822 0.0024
H 2.2010 -0.4731 -2.5234 0.0038
H 3.5749 0.4675 -1.8998 0.0009
C -3.3872 0.4730 -2.6660 0.0426
H -3.6808 -0.3897 -2.0482 0.0063
H -3.9211 0.4263 -3.6261 0.0098
H -3.6691 1.3920 -2.1405 0.0016
C -0.9128 -1.2565 -3.0754 0.0854
H -0.3513 -1.5542 -2.1892 0.0336
H -0.2085 -1.2979 -3.8933 0.0043
H -1.7141 -1.9759 -3.2285 0.0061
F -1.9204 3.3008 -1.1923 0.0136
C -1.7439 2.2958 -0.2465 0.1339
F -3.0164 1.7729 0.0001 0.0282
C -1.3456 3.0830 1.0366 0.0223
F -1.9646 4.2855 1.1115 0.0083
F -1.7017 2.4014 2.1643 0.0017
F -0.0031 3.3548 1.1103 0.0053
```

***

Record 2
Below is C26H43IrN4O2PS as an isolated structure in a non-equilibrium geometry, with properties calculated with ωB97M-V with the def2-TZVPD basis set.

The gap between HOMO and LUMO (spin up / spin down) comes out at 6.375 / 5.080 eV. The charge is +2. Its multiplicity is 2.

Geometry as XYZ:
```
78
Properties=species:S:1:pos:R:3:lowdin_spin:R:1
Ir -0.4397 -0.5788 0.3144 0.1665
N 2.8029 2.6312 -0.4911 -0.0522
C 2.1307 1.5319 -0.1784 0.0251
S 0.6947 1.7193 0.8125 0.5407
N 2.5334 0.3544 -0.5561 0.1383
N 1.8113 -0.7014 -0.2671 -0.0847
C 2.2837 -1.8951 -0.3862 0.0886
C 1.4547 -3.0075 -0.0138 -0.0032
C 1.8417 -4.3205 -0.2954 0.0282
C 0.9991 -5.3609 0.0470 -0.0032
C -0.1846 -5.0668 0.7110 0.0272
C -0.4845 -3.7412 0.9924 0.0075
N 0.2975 -2.7299 0.6265 0.0131
H 2.5185 3.5210 -0.1137 -0.0010
H 3.6901 2.5734 -0.9665 -0.0017
H 3.2948 -2.0656 -0.7407 0.0006
H 2.7855 -4.5118 -0.7810 0.0009
H 1.2630 -6.3776 -0.1975 -0.0007
H -0.8574 -5.8509 1.0154 0.0012
H -1.3741 -3.4956 1.5569 0.0003
O -1.8854 1.3839 -0.0571 0.0666
P -3.1433 2.1155 0.2623 0.0059
C -2.9326 3.9910 0.1440 -0.0002
C -1.6860 4.4634 0.8970 0.0009
C -0.6989 5.1897 -0.0115 0.0022
C -0.3715 4.3237 -1.2139 0.0178
C -1.6224 3.9978 -2.0303 0.0018
C -2.8956 4.4283 -1.3125 0.0006
C -3.7884 1.7352 1.9834 -0.0006
C -3.1633 2.5396 3.1245 0.0000
C -1.7658 2.0595 3.4977 0.0009
C -1.7883 0.5858 3.8773 0.0054
C -2.3622 -0.2637 2.7552 0.0461
C -3.7294 0.2360 2.3024 0.0050
C -4.5445 1.4379 -0.8058 0.0074
C -5.8907 2.1552 -0.7044 0.0021
C -6.2679 3.0573 -1.8751 0.0002
C -6.0106 2.3646 -3.2070 0.0000
C -4.5511 1.9455 -3.3461 -0.0001
C -4.1383 1.0100 -2.2153 0.0000
H -3.8393 4.3851 0.6136 -0.0001
H -1.1460 3.6005 1.2999 0.0001
H -1.9557 5.1059 1.7379 0.0000
H 0.2011 5.4306 0.5548 0.0000
H -1.1378 6.1311 -0.3474 0.0016
H 0.0527 3.3868 -0.8282 0.0092
H 0.3869 4.7911 -1.8393 0.0008
H -1.6704 2.9232 -2.2216 0.0005
H -1.5766 4.4917 -3.0028 0.0006
H -3.7616 4.0312 -1.8352 0.0001
H -2.9650 5.5216 -1.3371 0.0001
H -4.8461 2.0181 1.9256 0.0000
H -3.8073 2.4229 4.0005 0.0001
H -3.1491 3.5986 2.8711 0.0000
H -1.3975 2.6519 4.3364 0.0000
H -1.0692 2.1965 2.6670 0.0011
H -2.4067 0.4480 4.7662 0.0028
H -0.7816 0.2517 4.1235 0.0004
H -2.4453 -1.3014 3.0827 0.0004
H -1.6368 -0.2587 1.8773 0.0122
H -4.4322 0.0561 3.1216 0.0025
H -4.0715 -0.3529 1.4473 0.0002
H -4.6418 0.5025 -0.2356 0.0001
H -5.9617 2.7201 0.2282 0.0001
H -6.6542 1.3744 -0.6539 0.0007
H -5.7298 4.0058 -1.8347 0.0000
H -7.3290 3.3002 -1.7883 0.0001
H -6.2980 3.0187 -4.0305 0.0000
H -6.6395 1.4733 -3.2616 0.0000
H -3.9109 2.8265 -3.3854 0.0000
H -4.4137 1.4219 -4.2934 0.0000
H -3.0631 0.8114 -2.2338 0.0001
H -4.6348 0.0545 -2.4106 0.0001
C -2.6004 -2.1982 -1.2456 -0.0063
O -1.7489 -1.1338 -1.2182 -0.0751
H -3.3053 -2.0635 -2.0798 -0.0029
H -3.1842 -2.2965 -0.3131 -0.0014
H -2.0757 -3.1524 -1.4110 -0.0014
```

***

Record 3
Below is a 10-piece molecular cluster, C26H43N3O29S7 overall in a non-equilibrium geometry, with properties calculated with ωB97M-V with the def2-TZVPD basis set.

Its SMILES is O=S1(=O)OCCO1.O=S1(=O)OCCO1.O=S1(=O)OCCO1.O=S1(=O)OCCO1.O=S1(=O)OCCO1.O=S1(=O)OCCO1.O=S1(=O)OCCO1.c1ccncc1.c1ccncc1.CC(N)=O. The gap between HOMO and LUMO comes out at 8.736 eV. The charge is 0.

Geometry as XYZ:
```
108
Properties=species:S:1:pos:R:3:lowdin_charge:R:1
O 0.7163 -2.2964 1.7778 -0.2498
S 1.8527 -3.2404 1.6699 0.7729
O 3.0019 -3.0399 0.7951 -0.2376
O 2.2467 -3.9634 3.1383 -0.2185
C 2.5308 -5.3476 2.9680 -0.1884
C 1.3128 -5.7505 2.2102 -0.1900
O 1.1950 -4.7443 1.2244 -0.2306
H 3.4235 -5.5219 2.3673 0.1328
H 2.6783 -5.8828 3.9060 0.1402
H 0.4045 -5.6539 2.8050 0.1371
H 1.4390 -6.6459 1.6015 0.1454
O 1.9682 -4.9751 -5.0462 -0.2630
S 0.8430 -4.6010 -4.1548 0.7700
O -0.3383 -5.4786 -4.1126 -0.2549
O 1.4756 -4.2030 -2.6851 -0.2144
C 0.7877 -3.0783 -2.0809 -0.1242
C 0.5611 -2.1923 -3.3376 -0.2039
O 0.3217 -3.0263 -4.4090 -0.1990
H -0.1332 -3.4499 -1.6314 0.1136
H 1.3796 -2.6253 -1.2857 0.1085
H 1.5207 -1.7813 -3.6511 0.1250
H -0.1636 -1.3900 -3.1985 0.1180
O -1.7850 0.2428 3.3505 -0.2607
S -1.0467 0.3991 4.6143 0.8007
O -1.8981 0.5036 5.8359 -0.2482
O 0.1426 -0.7697 4.7524 -0.1850
C 1.0833 -0.4066 5.6556 -0.2292
C 1.0599 1.1606 5.6933 -0.1362
O 0.1568 1.5154 4.6406 -0.2231
H 0.9030 -0.8169 6.6492 0.1284
H 2.0660 -0.8187 5.4261 0.1277
H 2.0270 1.6450 5.5585 0.1291
H 0.6196 1.5049 6.6291 0.1237
O -3.1950 6.1099 -3.6217 -0.2531
S -2.1771 5.0755 -3.7606 0.6958
O -0.7809 5.4562 -3.8721 -0.2390
O -2.3795 3.8410 -2.6562 -0.2236
C -3.3276 2.8987 -3.2403 -0.1808
C -3.1114 2.8548 -4.7575 -0.1186
O -2.5844 4.1909 -5.0712 -0.2052
H -3.1787 1.9420 -2.7396 0.1045
H -4.3546 3.1508 -2.9758 0.1213
H -4.0676 2.5910 -5.2093 0.1297
H -2.3978 2.0595 -4.9730 0.1287
O 3.9889 1.9775 1.7054 -0.2713
S 3.8785 0.7613 2.5998 0.8023
O 2.5692 0.0993 2.7055 -0.2489
O 5.1024 -0.3268 2.1324 -0.1894
C 6.2409 -0.0776 2.8787 -0.2231
C 6.0427 1.0831 3.8525 -0.1648
O 4.6413 1.0700 4.0353 -0.2244
H 6.4514 -1.0194 3.3856 0.1334
H 7.0148 0.1698 2.1521 0.1376
H 6.2709 2.0320 3.3671 0.1309
H 6.5827 0.8538 4.7712 0.1418
O -4.2903 1.9585 -0.3999 -0.2459
S -5.0843 0.7218 -0.3107 0.7659
O -5.5594 0.1944 -1.5714 -0.2193
O -4.4106 -0.4286 0.7222 -0.2552
C -4.5525 -0.0084 2.0874 -0.1802
C -5.9684 0.5717 2.1550 -0.1494
O -6.3155 0.9938 0.8096 -0.1972
H -4.3203 -0.7515 2.8502 0.1450
H -3.9313 0.8795 2.2051 0.1080
H -5.9697 1.3849 2.8809 0.1362
H -6.6183 -0.2426 2.4752 0.1282
O -3.7074 -5.2449 -3.8651 -0.2451
S -3.5398 -5.0444 -2.3931 0.7527
O -3.1073 -6.1180 -1.5027 -0.2353
O -2.6065 -3.7574 -2.0074 -0.1827
C -3.3466 -2.6309 -1.7834 -0.2355
C -4.8233 -2.9106 -1.9455 -0.1955
O -4.7973 -4.2704 -1.7370 -0.2005
H -3.2293 -2.2424 -0.7717 0.1092
H -3.0405 -1.7516 -2.3503 0.1326
H -5.1498 -2.7184 -2.9676 0.1349
H -5.5194 -2.4598 -1.2381 0.1279
C 4.6019 2.2682 -3.1353 -0.1078
C 3.5317 1.5345 -2.6481 -0.0597
C 2.3930 1.3824 -3.4602 -0.1311
N 2.3828 1.8338 -4.7323 0.0585
C 3.4094 2.6098 -5.1600 -0.1217
C 4.5507 2.7952 -4.3659 -0.1000
H 5.4170 2.6093 -2.5143 0.1056
H 3.5093 1.2099 -1.6183 0.0868
H 1.5914 0.7895 -3.0452 0.0802
H 3.3998 3.1224 -6.1105 0.0982
H 5.3502 3.4028 -4.7636 0.1004
C -0.2936 3.5356 1.8438 -0.0711
C 1.0388 4.0358 1.9834 -0.0728
C 1.6799 4.6301 0.8682 -0.1096
N 0.9652 4.8557 -0.3012 0.0693
C -0.2693 4.3675 -0.4076 -0.1505
C -0.9685 3.7666 0.6284 -0.0523
H -0.6349 2.8714 2.6240 0.0711
H 1.5122 4.0404 2.9541 0.0869
H 2.6561 5.0846 0.9504 0.0933
H -0.8031 4.6855 -1.2910 0.0720
H -1.9440 3.3233 0.4931 0.0915
C 0.7417 0.6829 0.1213 0.0166
C -0.6856 0.3277 -0.3371 -0.6207
N -1.4752 -0.1476 0.5580 0.2081
O -1.0293 0.3650 -1.4950 0.0248
H 1.3539 -0.2183 0.0881 0.0680
H 0.7799 1.0306 1.1537 0.0534
H 1.1952 1.4474 -0.5097 0.0759
H -2.4258 -0.4376 0.3782 0.0769
H -1.2247 0.0057 1.5244 0.0610
```

***

Record 4
Below is C26H43N6O6RhS2Si2Te as an isolated structure, with properties calculated with ωB97M-V with the def2-TZVPD basis set.

The gap between HOMO and LUMO (spin up / spin down) comes out at 7.758 / 6.511 eV. The charge is 0. Its multiplicity is 5.

Geometry as XYZ:
```
87
Properties=species:S:1:pos:R:3:lowdin_spin:R:1
Rh 1.3201 1.4251 1.3124 2.2628
C 2.1784 -0.3290 -6.4625 0.0001
C 2.3559 0.3059 -5.1123 0.0007
C 3.6218 0.4909 -4.5658 0.0001
C 3.7811 1.0649 -3.3152 0.0006
C 2.6587 1.4546 -2.5966 0.0012
C 1.3879 1.2883 -3.1246 0.0011
C 1.2469 0.7208 -4.3788 0.0000
S 2.8813 2.1807 -1.0106 0.0154
O 3.9535 3.1366 -1.1644 0.0194
O 1.5807 2.7753 -0.6129 0.0686
N 3.1848 1.0875 0.0911 0.1350
C 3.1514 -0.3295 -0.2722 0.0130
C 1.7378 -0.8983 -0.4371 0.0088
O 1.5687 -2.0934 -0.6464 0.0267
O 0.7695 -0.0431 -0.3305 0.1010
H 3.1365 -0.5328 -6.9372 0.0000
H 1.6024 0.3182 -7.1255 0.0000
H 1.6380 -1.2732 -6.3806 0.0000
H 4.4954 0.1860 -5.1282 0.0000
H 4.7685 1.2292 -2.9043 -0.0001
H 0.5304 1.6024 -2.5505 0.0000
H 0.2553 0.5945 -4.7987 0.0000
H 3.6594 -0.8920 0.5140 -0.0001
H 3.7041 -0.5408 -1.1912 0.0043
O 0.0031 -0.4419 3.2753 0.0433
N 1.0345 0.2415 3.0747 0.0789
C 2.2174 -0.3918 3.0767 0.0541
C 3.4222 0.3463 3.2754 0.0033
N 4.3999 0.9166 3.4819 0.0163
C 2.2545 -1.8250 3.1286 0.0088
N 2.2944 -2.9741 3.1637 0.0189
C -2.5521 1.6862 3.5293 0.0003
C -2.9814 1.9195 2.0965 0.0022
O -2.1354 1.2567 1.1577 0.0437
H -3.2466 2.1751 4.2155 0.0000
H -1.5568 2.0976 3.7098 0.0001
H -2.5179 0.6227 3.7601 0.0000
H -3.0217 2.9917 1.8717 0.0010
H -3.9809 1.5169 1.9175 0.0002
H -1.2311 1.5902 1.2902 0.0061
C -2.2032 0.6228 -2.0323 0.0019
Si -2.8053 -1.1393 -1.9856 0.0147
C -2.8917 -1.8359 -3.7149 0.0019
C -4.4971 -1.2156 -1.1973 0.0006
C -1.6431 -2.2959 -1.0371 0.0730
Te -0.9940 -1.8017 0.8912 0.6435
C -2.7874 -2.4168 1.8328 0.0706
Si -2.7032 -4.1829 2.5089 0.0239
C -4.3999 -4.6498 3.1182 0.0048
C -1.4625 -4.1855 3.8937 0.0039
C -2.1718 -5.3533 1.1582 0.0081
H -2.9450 1.2913 -1.5963 0.0002
H -2.0304 0.9259 -3.0673 0.0000
H -1.2785 0.7530 -1.4745 0.0008
H -3.5021 -1.1967 -4.3557 0.0004
H -3.3229 -2.8382 -3.7320 0.0001
H -1.8933 -1.8944 -4.1533 0.0001
H -5.2244 -0.7268 -1.8495 0.0002
H -4.5168 -0.6892 -0.2408 0.0000
H -4.8344 -2.2415 -1.0343 0.0001
H -0.7094 -2.4378 -1.5846 0.0030
H -2.1433 -3.2625 -0.9253 0.0100
H -3.6026 -2.2736 1.1254 0.0027
H -2.9231 -1.7413 2.6810 0.0056
H -4.7240 -4.0042 3.9357 0.0001
H -4.4089 -5.6781 3.4836 0.0010
H -5.1378 -4.5745 2.3173 0.0001
H -1.7548 -3.4899 4.6826 0.0002
H -0.4634 -3.8974 3.5565 0.0036
H -1.3811 -5.1808 4.3349 0.0000
H -2.9061 -5.4021 0.3506 0.0006
H -2.0796 -6.3566 1.5810 0.0000
H -1.2033 -5.1031 0.7198 0.0062
C 4.3307 3.9656 1.9206 0.0004
N 3.2495 4.7527 1.3365 0.0096
C 3.4181 5.7047 0.3521 0.0028
C 2.1958 6.1646 0.0184 0.0046
N 1.2991 5.4795 0.8080 0.0114
C 1.9416 4.6025 1.5918 0.0174
S 1.2094 3.4871 2.6875 0.1345
H 5.0359 4.6330 2.4126 0.0001
H 4.8128 3.3985 1.1280 0.0001
H 3.9054 3.2802 2.6453 0.0001
H 4.3899 5.9385 -0.0384 0.0003
H 1.8895 6.8904 -0.7099 0.0004
H 0.2960 5.5178 0.7604 0.0005
```